A 11-piece molecular cluster, C38H103N5O14 overall, computed with the ωB97M-V functional and the def2-TZVPD basis.

Its SMILES is COC[C@H](C)N.COC[C@H](C)N.COCCNCCOC.COCCNCCOC.COCCNCCOC.CCO.CCO.CCO.CCO.CCO.CCO. The charge is 0. The calculation puts the highest occupied orbital energy at -8.6 eV. As for the max |F|: 3.11 eV Å⁻¹. The LUMO energy comes out at 0.2 eV.

XYZ file:
```
160
Properties=species:S:1:pos:R:3:forces:R:3
C -24.9319 -26.5849 16.3184 1.28 0.47 0.48
O -23.9182 -26.0922 15.3984 -0.97 -0.92 -0.40
C -23.7922 -26.9125 14.2334 0.87 0.34 0.16
C -22.5352 -26.5253 13.3580 -1.73 2.15 1.45
C -22.5958 -25.0578 12.9098 0.24 -0.66 -0.32
N -22.4507 -27.3151 12.1815 1.05 -1.57 -0.19
H -25.2323 -27.6279 16.2188 0.45 -0.19 -0.46
H -25.8664 -26.0259 16.3664 0.18 0.49 -0.45
H -24.3964 -26.4728 17.2612 -0.54 -0.14 0.36
H -23.6806 -27.9568 14.5251 0.16 -0.29 0.21
H -24.7249 -26.8838 13.6700 -0.06 0.30 -0.53
H -21.6370 -26.6094 13.9698 0.03 -0.54 -0.02
H -23.5292 -25.0088 12.3489 -0.17 0.81 0.16
H -21.7929 -24.9341 12.1831 0.03 0.07 -0.04
H -22.4383 -24.3128 13.6897 -0.60 -0.12 0.04
H -23.3223 -27.5539 11.7304 -0.32 0.31 0.15
H -22.0552 -28.1834 12.5126 0.07 -0.51 -0.61
C -17.7807 -14.4797 1.8882 0.24 -0.29 -0.61
O -17.4957 -14.5014 0.5063 0.52 0.17 -1.06
C -18.5460 -15.0696 -0.2826 0.00 0.38 0.35
C -18.2064 -15.1408 -1.8193 -0.06 0.68 1.67
C -17.8929 -13.7878 -2.4121 0.23 0.62 0.61
N -19.3358 -15.7173 -2.5435 0.41 -0.89 0.26
H -16.9104 -14.1442 2.4522 0.13 0.08 -0.33
H -17.9626 -15.5170 2.1694 -0.55 0.05 0.57
H -18.5924 -13.7785 2.0820 -0.36 -0.28 0.27
H -18.7954 -16.0345 0.1587 0.26 -0.72 -0.38
H -19.4570 -14.5163 -0.0549 -0.29 0.53 -0.60
H -17.3335 -15.7882 -1.9033 0.31 0.02 0.11
H -18.7898 -13.1980 -2.6016 -0.23 -0.36 -0.31
H -17.2929 -13.8997 -3.3152 -0.10 0.20 -0.05
H -17.3652 -13.1715 -1.6842 0.49 -0.17 -0.09
H -18.9254 -15.9886 -3.4256 -0.21 0.44 -0.84
H -19.3836 -16.6492 -2.1571 -0.80 -0.47 0.44
C -32.0719 -19.6827 9.0335 1.01 0.60 -0.09
O -30.6463 -19.4706 8.9163 -0.76 -0.96 -1.08
C -30.2194 -18.2481 9.4617 -0.60 -0.22 0.81
C -28.7721 -17.9280 9.0822 0.06 -0.03 -1.00
N -28.6274 -17.7827 7.6002 -1.01 0.25 0.92
C -27.3462 -17.2593 7.1930 -0.67 -0.79 0.75
C -26.2457 -18.2859 7.4596 1.38 -0.81 -0.80
O -26.5387 -19.6569 7.0507 -1.02 1.23 -0.42
C -25.5613 -20.6131 7.3905 0.45 0.96 -0.17
H -32.5994 -18.8562 8.5572 -0.10 0.29 0.18
H -32.3299 -19.7564 10.0899 -0.23 0.03 0.10
H -32.4152 -20.5729 8.5064 0.64 -0.18 0.09
H -30.4374 -18.3448 10.5253 0.96 0.11 0.73
H -30.9412 -17.4617 9.2407 0.27 0.47 -0.96
H -28.0301 -18.6335 9.4562 -0.38 -0.74 0.22
H -28.4262 -17.0166 9.5699 -0.48 0.45 -0.15
H -28.6764 -18.6984 7.1768 -0.45 -0.27 0.13
H -27.1806 -16.3473 7.7665 0.47 0.00 0.10
H -27.4316 -16.9318 6.1568 0.32 -0.38 -0.17
H -25.9174 -18.3766 8.4950 -0.18 0.49 0.28
H -25.4043 -17.9206 6.8709 0.57 -0.20 0.06
H -25.9059 -21.6060 7.1015 -0.26 0.14 0.44
H -25.2877 -20.4795 8.4371 -0.18 -0.58 0.35
H -24.6309 -20.4482 6.8472 0.19 0.16 -0.32
C -7.7237 -23.1709 11.0418 -0.83 -0.24 0.86
O -8.6033 -22.0598 10.8756 0.22 0.43 -0.45
C -8.8110 -21.2572 12.0482 0.14 -0.48 0.11
C -9.6976 -20.0295 11.7561 0.74 -0.28 -0.15
N -9.7258 -19.0626 12.8622 0.38 -0.90 -0.13
C -10.6793 -17.9958 12.6959 0.27 1.08 0.47
C -12.1152 -18.2406 13.0874 -0.58 0.09 -0.63
O -12.3115 -18.3599 14.4966 -1.38 -0.40 -0.40
C -13.7070 -18.5991 14.8335 0.24 0.07 0.41
H -7.7267 -23.8575 10.1952 -0.29 0.60 -0.41
H -8.1209 -23.7727 11.8592 0.13 -0.18 0.36
H -6.6823 -22.9464 11.2725 0.04 0.57 0.00
H -7.8488 -20.9377 12.4483 0.18 0.30 -0.05
H -9.2456 -21.8911 12.8212 -0.30 -0.15 0.22
H -10.7008 -20.3376 11.4617 -0.10 -0.23 -0.21
H -9.1946 -19.5610 10.9102 -0.32 0.25 -0.20
H -9.9360 -19.5426 13.7257 0.05 -0.08 0.22
H -10.6264 -17.5837 11.6882 -0.22 -0.46 -0.33
H -10.3431 -17.1271 13.2621 0.14 0.00 0.46
H -12.5023 -19.0873 12.5205 -0.07 -0.69 0.34
H -12.7030 -17.4231 12.6697 -0.15 0.50 0.27
H -14.3934 -17.7548 14.7708 0.55 0.77 -0.38
H -13.7883 -18.8880 15.8814 0.53 -0.17 -0.03
H -14.2336 -19.3577 14.2545 0.64 -0.43 -0.36
C -20.3116 -10.5463 14.9432 -0.44 -0.30 -0.54
O -20.1218 -10.1175 13.6010 -0.63 -0.44 -1.12
C -20.9404 -10.8335 12.6022 -0.02 0.64 0.10
C -21.0061 -10.1210 11.2452 1.55 0.35 -0.26
N -19.8012 -10.3245 10.3508 -1.07 -0.65 1.19
C -18.5549 -9.9557 11.0594 -0.36 0.47 -0.99
C -17.3558 -9.8515 10.1049 -0.66 -0.18 -0.78
O -16.2960 -9.0488 10.5559 0.39 0.18 0.61
C -16.4994 -7.6531 10.3685 0.03 -0.23 0.27
H -20.0090 -11.5867 15.0615 -0.11 -0.23 0.04
H -21.3627 -10.4233 15.2042 -0.17 -0.19 0.20
H -19.7280 -9.9684 15.6599 0.18 0.31 -0.51
H -21.9920 -10.8977 12.8814 -0.07 0.16 0.77
H -20.6292 -11.8669 12.4494 0.49 -0.09 0.21
H -21.1537 -9.0542 11.4136 0.20 0.36 0.44
H -21.9120 -10.3742 10.6944 0.11 -0.68 0.04
H -20.0124 -9.7475 9.5491 0.61 0.19 -0.21
H -18.3476 -10.7235 11.8048 -0.11 0.31 0.17
H -18.7299 -8.9808 11.5144 0.38 0.07 0.55
H -17.6702 -9.4863 9.1272 -0.43 0.36 -0.20
H -17.0024 -10.8512 9.8523 0.44 -0.03 0.42
H -16.2938 -7.3700 9.3362 -0.33 -0.01 -0.21
H -15.8153 -7.0703 10.9854 0.25 -0.43 0.13
H -17.4922 -7.3514 10.7022 -0.23 0.03 -0.32
C -18.6814 -18.0191 9.5267 0.20 0.00 -0.14
C -18.9422 -16.5919 10.0228 0.66 0.19 -0.21
O -19.9540 -15.9186 9.2811 -0.10 -0.45 -0.11
H -17.8309 -18.4482 10.0566 -0.19 -0.01 0.53
H -18.3206 -18.0888 8.5005 -0.25 0.63 -0.25
H -19.5217 -18.7119 9.5716 -0.15 0.23 0.35
H -18.0098 -16.0318 9.9517 0.30 0.01 -0.40
H -19.1375 -16.5114 11.0921 -0.48 -0.60 0.19
H -19.7952 -14.9730 9.3274 0.01 0.01 0.04
C -14.4501 -19.4529 4.6266 -0.73 0.32 0.59
C -13.6647 -19.3431 5.9370 -0.22 -1.50 -0.35
O -13.6944 -18.1253 6.5972 -0.04 1.09 -0.06
H -14.2323 -18.6616 3.9093 0.56 -0.26 -0.19
H -15.5199 -19.3282 4.7942 -0.13 0.02 0.34
H -14.3528 -20.4648 4.2335 0.34 0.17 -0.33
H -12.6372 -19.6592 5.7570 0.25 -0.03 -0.05
H -14.0788 -20.0513 6.6546 -0.03 -0.19 -0.08
H -13.1917 -17.5210 6.0461 -0.01 0.39 0.15
C -14.9078 -25.1609 12.0910 0.92 0.32 0.28
C -13.3941 -24.8772 11.9192 -2.57 1.35 -0.94
O -12.7228 -26.0641 12.0616 1.34 -0.75 0.42
H -14.9983 -25.3502 13.1606 -0.64 -0.26 -0.01
H -15.1579 -26.0446 11.5040 -0.16 0.08 0.11
H -15.5331 -24.3116 11.8156 -0.02 -0.02 0.01
H -13.1415 -24.0830 12.6217 0.51 -0.08 0.21
H -13.2577 -24.4570 10.9228 0.46 -0.25 -0.12
H -12.6283 -26.1964 13.0077 0.16 -0.38 0.03
C -17.3220 -26.0302 6.0924 -0.29 -0.36 0.39
C -18.7297 -25.5150 5.9647 0.57 -0.23 -0.23
O -19.6454 -26.5976 6.1830 0.08 0.95 -0.22
H -17.0329 -26.6634 5.2535 0.26 0.21 0.06
H -17.4165 -26.6529 6.9820 0.78 -0.19 0.14
H -16.6629 -25.1904 6.3119 0.38 -0.26 -0.30
H -18.8538 -25.0751 4.9752 -0.63 -0.03 0.14
H -18.7707 -24.7574 6.7473 -0.83 0.30 -0.11
H -19.5243 -26.7770 7.1183 -0.32 -0.40 0.12
C -23.7614 -11.2504 4.6131 -0.43 0.45 -1.18
C -23.3359 -9.9057 3.9868 -0.37 -1.26 0.78
O -22.9074 -9.0972 5.0648 0.85 0.69 -0.16
H -24.2137 -11.8732 3.8413 -0.22 -0.14 0.01
H -24.5063 -11.0273 5.3769 0.14 -0.38 0.18
H -22.9001 -11.8096 4.9788 -0.07 0.30 0.34
H -24.1274 -9.4085 3.4260 -0.20 -0.16 -0.01
H -22.5388 -10.1353 3.2796 0.37 0.57 0.19
H -23.6471 -8.6010 5.4227 -0.07 -0.09 -0.13
C -23.1014 -17.4874 14.3171 -0.93 -0.14 -0.10
C -22.7896 -16.8116 15.6137 0.44 1.25 -0.35
O -22.9769 -17.6926 16.6812 0.33 -0.64 0.49
H -22.5550 -18.4194 14.1728 0.04 0.07 0.15
H -22.9486 -16.8472 13.4483 0.13 0.11 0.13
H -24.1697 -17.6950 14.3776 -0.06 -0.41 -0.39
H -23.4296 -15.9479 15.7940 -0.37 0.21 -0.41
H -21.7944 -16.3703 15.5609 0.51 -0.29 0.30
H -22.5924 -17.2740 17.4548 -0.07 -0.16 0.19
```
Positions in Å, forces in eV/Å.

A 2-piece molecular cluster, C28H28N2O3S overall, computed with the ωB97M-V functional and the def2-TZVPD basis.

Its relative energy (zero: lowest compared OMol25 entry of this formula, charge and spin) is 0.000 eV. The charge is 0. The calculation puts the highest occupied orbital energy at -8.4 eV. As for the max |F|: 2.61 eV Å⁻¹. The LUMO energy comes out at -1.1 eV.

XYZ file:
```
62
Properties=species:S:1:pos:R:3:forces:R:3
C 5.2765 0.7939 -4.7702 0.21 0.03 -0.51
C 4.0537 0.5247 -3.9698 -0.45 -0.19 0.42
C 3.5880 -0.7819 -3.8156 0.10 -0.06 0.02
C 2.5248 -1.0789 -2.9830 -0.21 0.30 0.81
C 1.8703 -0.0609 -2.2395 1.24 0.01 -0.57
C 0.9115 -0.5206 -1.2011 -1.98 -1.70 0.08
C 0.0423 0.4706 -0.5282 -0.35 0.09 0.63
C 0.5056 1.7172 -0.0573 0.01 -0.61 0.34
C -0.3012 2.5283 0.7416 0.10 -0.42 -0.26
C -1.5621 2.0806 1.0956 -0.62 0.37 -0.11
O -2.3663 2.8340 1.9487 -0.02 0.04 0.17
C -3.1607 3.8327 1.3768 0.02 -0.36 -0.35
C -4.5477 3.6476 1.3514 0.23 0.14 -0.27
C -5.3390 4.5709 0.6633 0.24 0.19 0.21
C -4.7444 5.6964 0.0809 0.01 0.03 -0.04
C -3.3624 5.8932 0.1633 -0.01 -0.12 0.18
C -2.5579 4.9532 0.8118 -0.40 -0.02 -0.03
C -2.0635 0.8672 0.6254 0.31 -0.04 -0.34
C -1.2806 0.0864 -0.2128 0.49 -0.03 0.33
C 2.2165 1.2924 -2.5737 -0.03 -0.74 0.74
C 3.3305 1.5544 -3.3711 -0.21 -0.16 0.01
H 5.6713 1.7914 -4.5923 0.03 0.03 0.02
H 6.0614 0.0621 -4.5877 0.03 -0.01 0.18
H 5.0414 0.7093 -5.8327 0.02 0.11 -0.10
H 4.1274 -1.5858 -4.3073 -0.12 0.00 -0.01
H 2.2178 -2.1178 -2.8037 0.20 0.38 -0.12
H 0.3750 -1.4527 -1.5328 0.17 1.46 -0.20
H 1.5443 2.0025 -0.2110 -0.32 -0.07 0.08
H 0.0665 3.4734 1.1179 0.02 -0.09 0.05
H -4.9878 2.7765 1.8364 0.19 0.17 -0.17
H -6.4212 4.4162 0.5963 0.45 0.11 0.05
H -5.3627 6.4357 -0.4330 0.19 -0.27 0.14
H -2.8928 6.7815 -0.2669 -0.26 -0.29 0.09
H -1.4785 5.0690 0.8846 -0.29 0.05 -0.08
H -3.0466 0.5317 0.9244 -0.06 0.12 0.02
H -1.6456 -0.8882 -0.5561 0.09 0.38 0.10
H 1.6642 2.1480 -2.1713 0.26 -0.54 -0.14
H 3.6837 2.5787 -3.5014 -0.30 -0.19 -0.03
C -1.4057 -5.2385 0.1114 -0.63 0.21 -0.43
C -0.0432 -5.4133 0.6821 1.53 0.87 0.72
N 0.5943 -4.0792 1.0912 -1.08 -0.37 -0.82
C 1.1097 -3.2880 0.0065 -1.11 -0.84 -0.99
O 1.0989 -3.8125 -1.0988 0.43 0.53 0.30
C 1.5035 -1.8777 0.2244 1.94 0.41 -0.12
C 1.4965 -1.5415 1.6663 -0.16 1.66 0.88
O 1.9465 -0.4925 2.1044 0.05 -0.48 -0.67
N 0.8410 -2.3871 2.6135 -0.85 0.25 -0.06
C 0.5161 -1.7691 3.9278 0.35 -0.20 0.03
C -0.7564 -0.9546 3.8701 -0.49 0.34 -0.20
C 0.1392 -3.5226 2.2695 0.51 0.04 0.10
S -1.0731 -4.1926 3.2230 0.88 0.18 -0.42
H -1.8038 -6.2154 -0.1588 -0.08 -0.06 -0.03
H -2.0834 -4.7763 0.8370 0.16 -0.12 -0.25
H -1.3527 -4.6357 -0.7956 -0.12 0.01 -0.01
H -0.0765 -6.0016 1.6062 0.16 0.11 -0.33
H 0.6678 -5.8334 -0.0336 -0.27 -0.08 0.17
H 2.4930 -1.6329 -0.2543 -0.72 -0.72 0.94
H 0.3904 -2.5903 4.6472 0.29 0.28 -0.30
H 1.3739 -1.1414 4.1811 -0.21 -0.22 0.07
H -0.9673 -0.5045 4.8520 0.08 -0.16 -0.27
H -0.6467 -0.1375 3.1420 -0.09 -0.17 0.18
H -1.6139 -1.5945 3.5861 0.46 0.44 0.16
```
Positions in Å, forces in eV/Å.

Which value of highest occupied orbital energy does entry 1 give? -8.6 eV